Computed, not measured: a molecular structure, C2H3Br3O3S in a non-equilibrium geometry, with ωB97M-V/def2-TZVPD.

Each line ends with the Mulliken charge.
Atoms and positions in Å:
1 C 0.0038 0.1719 0.3777  -0.5593
2 C 3.9605 -0.1357 -0.0193  -0.2025
3 O 1.6382 0.5138 -1.8639  -0.6020
4 O 2.6050 2.4516 -0.5730  -0.5094
5 O 1.1902 0.8673 0.5631  -0.1981
6 S 2.1998 1.1009 -0.6509  1.1622
7 Br 5.2355 -0.4501 -1.3314  0.0840
8 Br 4.5475 0.9603 1.4261  0.0541
9 Br 3.0436 -1.6647 0.5258  0.0332
10 H -0.7527 0.6741 1.1328  0.1979
11 H 0.1484 -0.9338 0.7787  0.1940
12 H -0.1411 0.1183 -0.7778  0.3458

Values from the calculation:
**Total charge**: 0
**Energy above the lowest of the compared OMol25 structures with the same formula, charge and spin**: 0.000 eV
**HOMO**: -0.3664 hartree